Record 1
DFT (the ωB97M-V functional and the def2-TZVPD basis) results for a cluster of 2 separate species, C4H11N3O in total at a distorted geometry.

Cartesian coordinates (Å):
C1 0.77364 1.64002 0.59411
N1 0.41961 0.23387 0.73522
C2 0.24629 -0.20280 2.10902
C3 1.08448 -0.66729 -0.16085
O1 1.76735 -0.31137 -1.09804
H1 1.71450 1.85848 1.10388
H2 0.87608 1.85918 -0.46623
H3 -0.01341 2.25939 1.02778
H4 -0.01147 -1.26088 2.12411
H5 -0.56375 0.36312 2.57390
H6 1.15606 -0.05198 2.69765
H7 0.98536 -1.71130 0.16744
C4 -1.84424 -0.35108 -0.69941
N2 -1.00256 -1.14598 -1.27808
N3 -0.62728 -0.85647 -2.56661
H8 -2.32571 -0.71174 0.19850
H9 -2.45416 0.34101 -1.28561
H10 0.21601 -1.35287 -2.84212
H11 -0.39682 0.06868 -2.93468

Summary:
E_HOMO (eV): -8.26
Orbital gap (eV): 9.0
SMILES: CN(C)C=O.C=NN
LUMO energy (eV): 0.73
Net charge: 0

Record 2
DFT (the ωB97M-V functional and the def2-TZVPD basis) results for the molecule C4H11N3O at a distorted geometry.

Cartesian coordinates (Å):
C1 -1.77339 0.98890 0.46741
C2 -0.79504 0.86756 -0.70629
N1 -1.15527 -0.14806 -1.69659
C3 0.64797 0.61988 -0.22963
N2 0.81526 -0.48088 0.71210
N3 0.56557 -1.74225 0.13369
C4 2.52916 -0.42217 1.28853
O1 3.28918 -1.15320 0.78218
H1 -1.47457 1.78572 1.15286
H2 -1.81379 0.05402 1.02654
H3 -2.77617 1.21544 0.10031
H4 -0.77201 1.82968 -1.23431
H5 -2.11982 -0.03405 -1.98795
H6 -1.04899 -1.07160 -1.28847
H7 1.27668 0.48021 -1.12171
H8 0.99544 1.52334 0.28593
H9 1.34703 -2.03748 -0.46212
H10 0.45971 -2.42275 0.87866
H11 1.80305 0.14769 1.89886

Summary:
E_HOMO (eV): -8.22
Orbital gap (eV): 8.9
SMILES: C[C@H](N)CN(N)C=O
LUMO energy (eV): 0.66
Net charge: 0

Record 3
DFT (the ωB97M-V functional and the def2-TZVPD basis) results for a structure of composition C4H11N3O at a distorted geometry.

Cartesian coordinates (Å):
C1 -1.63609 0.29461 0.37826
C2 1.84540 1.16737 -1.10567
C3 -2.95155 -0.41729 0.31856
N1 1.39194 0.71717 0.20378
C4 0.25830 -0.21461 0.14933
N2 0.52096 -1.59914 -0.07430
O1 2.48741 0.01762 0.84357
N3 -0.81306 0.25357 -0.65004
H1 2.73216 0.59680 1.57572
H2 0.48086 -1.81034 -1.06287
H3 1.39822 -1.89080 0.34062
H4 -1.54880 0.95977 1.25762
H5 -0.18120 -0.17959 1.25809
H6 2.24440 0.35143 -1.71756
H7 2.61144 1.92609 -0.95992
H8 0.99017 1.61100 -1.61008
H9 -2.79457 -1.49438 0.39947
H10 -3.62280 -0.07927 1.10441
H11 -3.41317 -0.21001 -0.64900

Summary:
E_HOMO (eV): -8.71
Orbital gap (eV): 9.5
LUMO energy (eV): 0.77
Net charge: 0

Record 4
DFT (the ωB97M-V functional and the def2-TZVPD basis) results for a structure of composition C4H11N3O at a distorted geometry.

Cartesian coordinates (Å):
C1 -1.09670 -1.03239 -0.43388
C2 -1.29169 0.86607 -0.18037
C3 -1.52392 1.03358 1.29608
O1 -0.53887 -1.41352 -1.55754
H1 0.53393 -0.78177 -1.75922
H2 -0.52820 -1.25844 0.47937
H3 -2.16490 -1.25301 -0.36497
H4 -2.19495 0.91005 -0.78543
H5 -0.62773 1.61482 -0.59371
H6 -0.60519 0.84487 1.85515
H7 -2.28188 0.34085 1.66603
H8 -1.85627 2.04862 1.53072
C4 2.49837 -0.93325 0.82527
N1 1.46472 0.67229 -0.47066
N2 1.59630 -0.07157 0.58363
N3 1.43790 0.12331 -1.64597
H9 1.38416 0.84886 -2.35497
H10 2.52792 -1.36417 1.81424
H11 3.26697 -1.19521 0.09624

Summary:
E_HOMO (alpha / beta) (eV): -7.90 / -7.90
Orbital gap (alpha / beta) (eV): 6.8 / 6.8
LUMO energy (alpha / beta) (eV): -1.10 / -1.10
Net charge: 0

Record 5
DFT (the ωB97M-V functional and the def2-TZVPD basis) results for the molecule C4H11N3O at a distorted geometry.

Cartesian coordinates (Å):
C1 1.61462 -0.31426 1.87939
N1 0.22952 -0.55955 1.51070
C2 -0.19966 -0.42171 -0.02592
C3 -0.52654 -1.71391 -0.70009
C4 -0.10566 0.82347 -0.43586
N2 0.00376 1.99985 0.21659
N3 -0.53308 0.93369 -1.98130
O1 -1.90882 1.02432 -2.29721
H1 1.76970 0.74658 2.09843
H2 1.87351 -0.87375 2.78687
H3 2.31122 -0.61750 1.08648
H4 -0.05754 -1.48934 1.81419
H5 0.39208 -2.22452 -1.00329
H6 -1.05814 -2.37621 -0.00924
H7 -1.16167 -1.55293 -1.57590
H8 0.22107 2.81302 -0.34098
H9 -0.44693 2.02004 1.12292
H10 -0.15664 0.15721 -2.52551
H11 -2.26078 1.62552 -1.62029

Summary:
E_HOMO (eV): -7.84
Orbital gap (eV): 8.8
SMILES: CN/C(C)=C(\N)NO
LUMO energy (eV): 0.96
Net charge: 0

Record 6
DFT (the ωB97M-V functional and the def2-TZVPD basis) results for the molecule C4H11N3O at a distorted geometry.

Cartesian coordinates (Å):
C1 -0.94533 -0.26035 0.00784
N1 -0.65100 0.89801 -0.62941
C2 0.74345 0.65647 -1.51287
N2 0.15963 0.71111 -2.86878
O1 1.35684 -0.38412 -1.15409
C3 -0.56170 -0.25621 1.60942
C4 0.89279 0.12920 1.86375
N3 -0.98040 -1.42512 2.31102
H1 -1.98911 -0.58522 -0.16308
H2 -0.38190 -1.21175 -0.21732
H3 1.23890 1.64746 -1.41687
H4 0.72166 1.29276 -3.48373
H5 -0.71687 1.21823 -2.70189
H6 -1.10381 0.64318 1.92251
H7 0.99705 0.27894 2.93837
H8 1.55542 -0.56758 1.35019
H9 1.03552 1.12445 1.42846
H10 -1.94282 -1.72822 2.21262
H11 -0.37741 -2.17083 1.96218

Summary:
E_HOMO (eV): -8.73
Orbital gap (eV): 6.1
LUMO energy (eV): -2.63
Net charge: 0

Record 7
DFT (the ωB97M-V functional and the def2-TZVPD basis) results for a cluster of 2 separate species, C4H11N3O2 in total at a distorted geometry.

Cartesian coordinates (Å):
C1 2.10227 -2.65522 1.04933
C2 0.88453 -1.95570 0.36426
O1 1.28282 -1.10945 -0.62495
O2 -0.13189 -1.96038 0.91030
H1 1.85583 -2.97731 2.19864
H2 2.94018 -2.08720 1.27864
H3 2.39640 -3.52856 0.61703
C3 1.03931 2.09736 -0.83044
C4 -1.31153 1.38865 -0.22220
N1 -0.04004 1.19773 -0.65774
N2 -1.93137 2.61665 0.04880
N3 -2.07670 0.16295 -0.18308
H4 0.59076 -0.44174 -0.89135
H5 1.40236 2.61051 -0.00700
H6 0.72062 2.98199 -1.49873
H7 -1.46598 3.24928 0.55425
H8 -2.91961 2.79807 0.28713
H9 -1.56159 -0.56841 -0.06890
H10 -2.90272 -0.04901 0.20497
H11 1.78557 1.47922 -1.57906

Summary:
E_HOMO (alpha / beta) (eV): 1.02 / -4.98
<S²>: 0.7503
Orbital gap (alpha / beta) (eV): 2.4 / 8.3
Multiplicity: 2
LUMO energy (alpha / beta) (eV): 3.45 / 3.34
Net charge: -1

Record 8
DFT (the ωB97M-V functional and the def2-TZVPD basis) results for a cluster of 2 separate species, C4H11N3O2 in total at a distorted geometry.

Cartesian coordinates (Å):
H1 2.49577 -1.15620 -1.15046
N1 1.94927 -0.44904 -0.70059
C1 1.09169 0.31292 -1.28305
N2 0.36124 -0.06959 -2.38692
N3 0.77281 1.45422 -0.69014
C2 -0.31882 2.31646 -1.14481
H2 0.17563 0.64485 -3.07211
H3 0.41115 -1.02616 -2.66628
H4 1.45775 1.89642 -0.10721
H5 -1.15313 1.66773 -1.43327
H6 -0.03126 2.76087 -2.10852
H7 -0.62802 3.02045 -0.38488
C3 -1.48625 -1.73958 2.75220
C4 -0.58152 -0.96280 1.82481
O1 -0.64271 0.23288 1.69715
O2 0.21273 -1.79323 1.15421
H8 -2.01223 -2.50942 2.19217
H9 -2.11839 -1.04060 3.30082
H10 -0.90849 -2.19451 3.54422
H11 0.95279 -1.36568 0.66268

Summary:
E_HOMO (eV): -8.73
Orbital gap (eV): 9.5
SMILES: [H]/N=C(\N)NC.CC(=O)O
LUMO energy (eV): 0.79
Net charge: 0

Record 9
DFT (the ωB97M-V functional and the def2-TZVPD basis) results for a cluster of 2 separate species, C4H11N3O2 in total at a distorted geometry.

Cartesian coordinates (Å):
H1 1.78760 2.87400 -1.31995
N1 1.68414 2.42864 -0.43156
C1 0.59347 1.91074 -0.07365
N2 -0.42496 1.88703 -1.12653
N3 0.39579 1.39116 1.16259
C2 1.41355 1.09492 2.11518
H2 -0.57992 0.95995 -1.52234
H3 -1.37879 2.13852 -0.84435
H4 -0.51823 1.03325 1.33797
H5 0.98713 0.98791 3.11120
H6 2.22652 1.81843 2.27686
H7 2.03953 0.25474 1.78283
C3 -1.85502 -2.35540 -0.94200
C4 -0.39360 -2.14453 -1.25742
O1 0.14385 -1.92837 -2.28316
O2 0.43018 -2.39613 -0.18198
H8 -2.47828 -2.11925 -1.79720
H9 -2.25586 -1.84219 -0.06791
H10 -1.91857 -3.40326 -0.63339
H11 0.10147 -2.59017 0.69480

Summary:
E_HOMO (eV): -8.77
Orbital gap (eV): 9.0
SMILES: [H]/N=C(\N)NC.CC(=O)O
LUMO energy (eV): 0.24
Net charge: 0

Record 10
DFT (the ωB97M-V functional and the def2-TZVPD basis) results for a cluster of 2 separate species, C4H11N3O2 in total at a distorted geometry.

Cartesian coordinates (Å):
C1 -1.44610 1.19908 1.03601
N1 -1.36552 -0.13973 0.42295
C2 -1.37408 -1.20206 1.11421
N2 -0.89861 -2.40005 0.55051
N3 -1.75789 -1.37667 2.43826
H1 -1.02268 1.87658 0.28515
H2 -0.79444 1.30628 1.92729
H3 -2.47263 1.35571 1.38471
H4 -1.71192 -2.98841 0.38158
H5 -0.21475 -2.36553 -0.18688
H6 -1.74194 -0.43590 2.83801
H7 -1.36474 -2.03532 3.08483
C3 2.73032 1.41708 -2.18287
C4 1.73124 0.40184 -1.73415
O1 1.95735 -0.55309 -1.04460
O2 0.44880 0.83422 -1.96581
H8 3.41497 1.56789 -1.32826
H9 2.31764 2.24927 -2.75525
H10 3.58200 1.15604 -2.80989
H11 -0.01702 0.13278 -1.45579

Summary:
E_HOMO (eV): -9.25
Orbital gap (eV): 10.1
SMILES: CN=C(N)N.CC(=O)O
LUMO energy (eV): 0.89
Net charge: 0

Record 11
DFT (the ωB97M-V functional and the def2-TZVPD basis) results for a cluster of 2 separate species, C4H11N3O2 in total at a distorted geometry.

Cartesian coordinates (Å):
C1 -1.33545 -0.17658 1.49426
C2 0.05833 -0.38812 0.94732
O1 0.98133 -0.87963 1.58865
N1 0.09779 -0.57684 -0.56768
C3 -1.11564 -0.87680 -1.31571
N2 1.18136 -1.37593 -1.02285
H1 -1.85579 0.60457 0.94268
H2 -1.24639 0.11179 2.54035
H3 -1.89942 -1.10575 1.43457
H4 -1.65968 -1.70465 -0.86205
H5 -1.74223 0.01312 -1.36334
H6 -0.84605 -1.16756 -2.32862
H7 1.77170 -0.78665 -1.61095
H8 1.70117 -1.64842 -0.18445
N3 0.90086 1.59198 0.81706
C4 0.94105 1.39119 -0.64370
O2 0.09859 1.91807 -1.35162
H9 1.76981 1.56247 1.33399
H10 0.21301 2.26906 1.12351
H11 1.98565 1.22470 -0.97143

Summary:
E_HOMO (eV): -8.63
Orbital gap (eV): 9.5
SMILES: CC(=O)N(C)N.NC=O
LUMO energy (eV): 0.86
Net charge: 0

Record 12
DFT (the ωB97M-V functional and the def2-TZVPD basis) results for a cluster of 2 separate species, C4H11N3O2 in total at a distorted geometry.

Cartesian coordinates (Å):
H1 -0.92112 0.79627 -1.64734
N1 0.02505 1.10191 -1.80813
C1 0.79237 1.35069 -0.83575
N2 0.47109 1.17875 0.51444
N3 2.11663 1.65398 -1.02585
C2 2.56483 2.29739 -2.25675
H2 0.86515 1.72715 1.25561
H3 -0.46593 0.83875 0.64415
H4 2.81738 1.42998 -0.35985
H5 3.53306 2.75576 -2.05821
H6 1.91845 3.14054 -2.50449
H7 2.53047 1.57774 -3.07426
C3 -1.75228 -2.06457 2.44809
C4 -1.97287 -2.42913 1.00720
O1 -1.29920 -2.21442 0.04648
O2 -3.11585 -3.19191 0.94288
H8 -1.08583 -2.79330 2.81688
H9 -2.65588 -2.16259 3.03645
H10 -1.28280 -1.10128 2.58023
H11 -3.08270 -3.89173 0.27822

Summary:
E_HOMO (eV): -8.41
Orbital gap (eV): 9.1
SMILES: [H]/N=C(\N)NC.CC(=O)O
LUMO energy (eV): 0.66
Net charge: 0

Record 13
DFT (the ωB97M-V functional and the def2-TZVPD basis) results for a cluster of 2 separate species, C4H11N3O2 in total at a distorted geometry.

Cartesian coordinates (Å):
C1 1.58025 -0.06447 1.45796
N1 1.87117 -0.98684 0.36844
C2 1.71349 -0.61824 -0.82917
N2 0.84733 0.40483 -1.34642
N3 2.10951 -1.51802 -1.80632
H1 2.06823 0.89031 1.27313
H2 1.99555 -0.49234 2.36046
H3 0.51644 0.11879 1.55206
H4 1.27278 1.32059 -1.27491
H5 0.62284 0.15060 -2.28983
H6 2.85617 -2.10793 -1.47634
H7 2.14798 -1.15731 -2.74991
C3 -2.41717 0.96895 1.27354
C4 -2.81076 -0.08213 0.30950
O1 -3.84339 -0.67062 0.42857
O2 -2.14923 -0.25079 -0.86007
H8 -2.85731 0.77892 2.24618
H9 -2.84067 1.89870 0.86892
H10 -1.39135 1.24313 1.49774
H11 -1.29186 0.17388 -1.00353

Summary:
E_HOMO (eV): -9.13
Orbital gap (eV): 9.5
SMILES: CN=C(N)N.CC(=O)O
LUMO energy (eV): 0.40
Net charge: 0

Let's list energy above the lowest of the compared OMol25 structures with the same formula, charge and spin in order: 78.0; 109.4; 126.7; 154.5; 106.7; 152.1; 81.9; 16.4; 40.6; 30.6; 75.1; 24.9; 29.1 kcal per mole.